{"formula": "C36H88O21S4", "method": "ωB97M-V with the def2-TZVPD basis set", "charge": 0, "homo_lumo_gap_ev": 9.379, "symbols": ["C", "C", "C", "O", "C", "H", "H", "H", "H", "H", "H", "H", "H", "C", "C", "C", "O", "C", "H", "H", "H", "H", "H", "H", "H", "H", "C", "C", "C", "O", "C", "H", "H", "H", "H", "H", "H", "H", "H", "C", "C", "C", "O", "C", "H", "H", "H", "H", "H", "H", "H", "H", "C", "C", "C", "O", "C", "H", "H", "H", "H", "H", "H", "H", "H", "C", "O", "H", "H", "H", "H", "C", "O", "H", "H", "H", "H", "C", "O", "H", "H", "H", "H", "C", "O", "H", "H", "H", "H", "O", "S", "O", "O", "C", "C", "C", "H", "H", "H", "H", "H", "H", "H", "H", "O", "S", "O", "O", "C", "C", "C", "H", "H", "H", "H", "H", "H", "H", "H", "O", "S", "O", "O", "C", "C", "C", "H", "H", "H", "H", "H", "H", "H", "H", "O", "S", "O", "O", "C", "C", "C", "H", "H", "H", "H", "H", "H", "H", "H"], "positions_angstrom": [[-4.98, -6.20, -0.13], [-3.98, -5.55, -1.11], [-2.62, -5.96, -0.48], [-2.86, -6.12, 0.88], [-4.26, -6.05, 1.17], [-5.06, -7.30, -0.41], [-6.00, -5.82, -0.04], [-4.01, -4.46, -1.03], [-4.13, -5.91, -2.11], [-1.86, -5.18, -0.69], [-2.26, -6.97, -0.92], [-4.43, -5.11, 1.61], [-4.52, -6.76, 1.99], [2.35, 5.78, -3.64], [2.53, 5.40, -5.08], [3.96, 4.95, -5.00], [4.01, 4.24, -3.77], [2.89, 4.53, -2.98], [1.37, 6.09, -3.30], [2.98, 6.72, -3.42], [2.35, 6.18, -5.85], [1.88, 4.54, -5.28], [4.71, 5.71, -4.94], [4.26, 4.19, -5.66], [3.28, 4.68, -1.94], [2.21, 3.61, -2.95], [4.83, 0.39, -0.79], [3.59, 1.17, -1.08], [2.93, 0.26, -2.16], [3.15, -1.06, -1.64], [4.31, -1.02, -0.70], [5.46, 0.73, 0.01], [5.49, 0.49, -1.69], [3.75, 2.16, -1.42], [2.89, 1.17, -0.20], [3.37, 0.33, -3.19], [1.91, 0.35, -2.31], [5.10, -1.77, -1.02], [3.85, -1.22, 0.30], [-0.09, -6.50, 3.58], [-0.98, -5.33, 4.16], [-0.57, -4.12, 3.33], [0.85, -4.35, 3.04], [0.96, -5.72, 2.73], [-0.60, -7.20, 2.91], [0.42, -6.98, 4.43], [-0.76, -5.25, 5.24], [-2.07, -5.50, 4.10], [-0.59, -3.12, 3.76], [-1.15, -4.12, 2.40], [2.02, -5.90, 2.95], [0.70, -5.90, 1.72], [0.08, 5.03, 2.27], [1.45, 5.01, 1.44], [2.47, 5.53, 2.48], [1.99, 5.16, 3.74], [0.55, 5.51, 3.67], [-0.35, 4.00, 2.18], [-0.72, 5.69, 1.89], [1.36, 5.50, 0.49], [1.75, 4.03, 1.25], [2.62, 6.57, 2.34], [3.41, 5.02, 2.26], [0.37, 6.55, 3.77], [0.11, 5.14, 4.54], [3.40, -1.80, 2.88], [3.12, -0.47, 2.47], [4.17, -1.73, 3.72], [2.46, -2.21, 3.24], [3.78, -2.48, 2.12], [3.86, 0.09, 2.77], [-5.99, 2.58, 0.94], [-5.58, 2.56, -0.40], [-5.41, 2.00, 1.72], [-6.00, 3.66, 1.22], [-7.05, 2.32, 0.95], [-5.91, 1.81, -0.83], [-4.50, -1.40, 1.22], [-4.04, -0.04, 0.89], [-3.78, -2.19, 0.94], [-4.54, -1.40, 2.33], [-5.52, -1.60, 0.88], [-4.05, -0.04, -0.08], [-5.41, -0.93, -2.63], [-6.09, 0.34, -2.66], [-4.66, -0.75, -1.87], [-6.08, -1.71, -2.37], [-5.01, -1.04, -3.66], [-6.47, 0.51, -3.50], [0.32, -6.80, -3.75], [0.33, -5.47, -3.22], [0.79, -5.25, -1.88], [1.41, -4.71, -4.23], [1.88, -3.34, -3.90], [1.71, -2.36, -5.10], [-1.15, -4.52, -3.43], [2.93, -3.40, -3.63], [1.41, -3.03, -2.96], [0.70, -2.30, -5.32], [2.15, -2.86, -6.01], [2.11, -1.34, -4.85], [-1.99, -5.05, -2.95], [-1.26, -4.31, -4.54], [-0.95, -3.55, -3.00], [-0.93, 5.19, -2.15], [-1.89, 5.00, -3.20], [-1.93, 5.72, -4.44], [-1.77, 3.47, -3.67], [-1.91, 2.38, -2.74], [-0.96, 1.30, -3.33], [-3.65, 5.12, -2.59], [-2.93, 2.05, -2.59], [-1.55, 2.65, -1.74], [-1.22, 1.17, -4.37], [-1.04, 0.34, -2.80], [0.07, 1.57, -3.31], [-4.29, 4.78, -3.43], [-3.78, 6.21, -2.49], [-3.78, 4.54, -1.65], [-1.58, -2.10, 0.86], [-0.54, -1.92, -0.08], [-0.71, -2.03, -1.52], [0.11, -0.51, 0.14], [-0.18, 0.13, 1.41], [0.49, 1.44, 1.45], [0.79, -3.01, 0.31], [0.14, -0.47, 2.23], [-1.25, 0.19, 1.54], [0.49, 1.97, 0.50], [1.53, 1.33, 1.66], [0.07, 2.07, 2.21], [1.02, -3.02, 1.40], [1.59, -2.70, -0.28], [0.71, -4.02, -0.07], [4.84, 1.14, 4.16], [4.13, 2.36, 4.23], [3.74, 2.90, 2.96], [2.84, 2.11, 5.16], [1.59, 1.62, 4.63], [0.72, 1.42, 5.79], [4.90, 3.52, 5.39], [1.79, 0.67, 4.13], [1.28, 2.30, 3.87], [-0.33, 1.26, 5.51], [0.65, 2.32, 6.43], [0.98, 0.55, 6.44], [4.14, 4.21, 5.77], [5.55, 4.13, 4.85], [5.30, 2.90, 6.17]]}

=====

{"formula": "C36H89FeN17O12", "method": "ωB97M-V with the def2-TZVPD basis set", "charge": 0, "homo_lumo_gap_ev": [4.621, 4.860], "multiplicity": 5, "e_above_lowest_kcal_mol": 291.4, "symbols": ["Fe", "O", "C", "C", "O", "H", "H", "H", "H", "C", "C", "C", "C", "C", "C", "N", "O", "C", "C", "C", "H", "H", "H", "H", "H", "H", "H", "H", "H", "H", "H", "H", "H", "H", "H", "H", "H", "H", "H", "C", "C", "C", "C", "C", "C", "N", "O", "C", "C", "C", "H", "H", "H", "H", "H", "H", "H", "H", "H", "H", "H", "H", "H", "H", "H", "H", "H", "H", "H", "C", "C", "C", "C", "C", "C", "N", "O", "C", "C", "C", "H", "H", "H", "H", "H", "H", "H", "H", "H", "H", "H", "H", "H", "H", "H", "H", "H", "H", "H", "C", "O", "N", "N", "H", "H", "H", "H", "C", "O", "N", "N", "H", "H", "H", "H", "C", "O", "N", "N", "H", "H", "H", "H", "C", "O", "N", "N", "H", "H", "H", "H", "C", "O", "N", "N", "H", "H", "H", "H", "C", "O", "N", "N", "H", "H", "H", "H", "C", "O", "N", "N", "H", "H", "H", "H"], "positions_angstrom": [[12.73, -16.07, -8.52], [14.02, -14.16, -6.94], [13.91, -12.75, -7.28], [13.49, -12.52, -8.78], [12.73, -13.43, -9.58], [14.86, -12.26, -7.05], [13.18, -12.32, -6.61], [14.37, -12.28, -9.37], [13.03, -11.54, -8.92], [13.73, -10.29, -2.04], [13.55, -9.69, -0.61], [12.55, -8.50, -0.98], [11.59, -8.09, 0.18], [11.00, -9.23, 0.92], [11.93, -10.30, 1.42], [12.78, -10.67, 0.24], [13.62, -11.85, 0.39], [12.74, -9.75, 2.52], [11.08, -11.49, 1.85], [14.86, -9.21, -0.06], [14.46, -11.10, -1.99], [14.26, -9.56, -2.65], [12.86, -10.56, -2.63], [13.12, -7.65, -1.34], [11.78, -8.65, -1.73], [10.84, -7.36, -0.11], [12.30, -7.58, 0.83], [10.33, -9.68, 0.20], [10.29, -8.85, 1.65], [13.61, -10.40, 2.55], [13.16, -8.76, 2.32], [12.18, -9.79, 3.46], [10.67, -12.09, 1.04], [11.59, -12.30, 2.37], [10.21, -11.22, 2.45], [14.81, -8.96, 1.00], [15.17, -8.30, -0.56], [15.79, -9.70, -0.34], [13.18, -12.47, -0.20], [22.54, -8.09, -9.68], [21.05, -7.82, -9.28], [20.22, -8.86, -10.09], [18.76, -9.03, -9.68], [18.80, -9.35, -8.12], [19.54, -8.28, -7.26], [20.87, -8.05, -7.83], [21.63, -7.25, -7.05], [18.64, -7.02, -7.11], [19.64, -8.92, -5.85], [20.57, -6.31, -9.66], [22.95, -8.87, -9.04], [23.18, -7.21, -9.62], [22.64, -8.38, -10.73], [20.31, -8.61, -11.14], [20.75, -9.81, -10.04], [18.46, -9.83, -10.35], [18.12, -8.19, -9.94], [19.21, -10.35, -7.99], [17.78, -9.36, -7.74], [19.09, -6.22, -6.53], [18.22, -6.64, -8.04], [17.74, -7.14, -6.52], [20.06, -8.22, -5.13], [18.73, -9.36, -5.45], [20.36, -9.73, -5.99], [21.08, -5.55, -9.06], [19.49, -6.17, -9.61], [20.84, -6.01, -10.67], [21.14, -6.44, -7.23], [12.83, -6.35, -14.71], [12.70, -7.81, -14.13], [11.90, -7.70, -12.94], [10.44, -7.22, -13.11], [9.68, -8.17, -14.01], [10.47, -8.67, -15.28], [11.94, -8.75, -15.02], [12.73, -9.03, -16.03], [10.04, -10.09, -15.63], [10.06, -7.72, -16.36], [14.24, -8.28, -13.87], [11.90, -5.82, -14.92], [13.59, -6.18, -15.48], [13.20, -5.76, -13.87], [11.91, -8.61, -12.33], [12.44, -7.14, -12.17], [10.34, -6.25, -13.59], [10.03, -6.97, -12.13], [8.67, -7.78, -14.17], [9.42, -9.02, -13.37], [10.61, -10.55, -16.44], [10.03, -10.74, -14.75], [9.02, -10.04, -16.00], [9.03, -7.37, -16.29], [10.59, -6.77, -16.40], [10.04, -8.16, -17.35], [14.41, -9.36, -13.77], [14.66, -7.90, -12.94], [14.94, -8.00, -14.67], [12.93, -9.96, -15.89], [8.19, -12.43, -4.69], [6.97, -12.31, -4.59], [9.04, -13.02, -3.91], [8.76, -12.00, -5.75], [10.01, -12.99, -4.19], [8.73, -13.54, -3.09], [9.74, -12.22, -5.84], [8.29, -11.54, -6.52], [10.25, -18.70, -10.96], [10.77, -17.76, -10.38], [10.91, -19.80, -11.32], [8.98, -18.85, -11.08], [10.40, -20.66, -11.38], [11.92, -19.81, -11.20], [8.48, -18.01, -10.84], [8.63, -19.57, -11.70], [7.65, -12.93, -11.54], [6.50, -12.65, -11.45], [8.19, -14.03, -11.87], [8.61, -12.19, -11.03], [9.18, -14.19, -11.77], [7.51, -14.76, -12.04], [9.54, -12.56, -11.15], [8.46, -11.40, -10.41], [8.85, -16.28, -6.94], [9.97, -15.81, -6.76], [8.45, -17.26, -6.15], [7.99, -16.00, -7.95], [8.86, -17.19, -5.23], [7.54, -17.58, -6.45], [7.09, -16.44, -7.92], [8.14, -15.11, -8.41], [13.02, -13.25, -14.67], [13.15, -12.98, -15.83], [12.75, -14.37, -14.11], [13.21, -12.45, -13.69], [12.79, -14.32, -13.10], [12.72, -15.23, -14.64], [13.21, -11.47, -13.92], [12.90, -12.70, -12.76], [18.63, -15.33, -6.65], [19.81, -15.60, -6.37], [17.66, -15.32, -5.81], [18.32, -15.03, -7.90], [17.89, -15.45, -4.84], [16.76, -14.93, -6.07], [19.06, -15.30, -8.54], [17.39, -14.66, -8.00], [13.20, -16.14, -1.73], [12.73, -16.69, -0.77], [12.72, -15.07, -2.35], [14.29, -16.49, -2.34], [13.17, -14.89, -3.23], [11.98, -14.56, -1.88], [14.70, -17.38, -2.09], [14.48, -16.19, -3.29]]}

=====

no.,total energy (eV),F_max (eV Å⁻¹)
1,-125089.391,3.3
2,-123052.770,7.4